A molecular structure, H24NeO12, computed with wB97M-V/def2-TZVPD.

Computed properties:
HOMO-LUMO gap ... 10.0636 eV
LUMO ... -0.00966 Ha
HOMO ... -0.379 hartree
Energy ... -1046.2296 Ha
Energy above the lowest of the compared OMol25 structures with the same formula, charge and spin ... 83.8 kJ/mol

Element x y z (Å)
Ne  0.215  -0.041  -0.059
O  -3.275  0.422  0.230
H  -3.149  1.368  0.302
H  -4.197  0.320  -0.007
O  2.953  0.180  -0.619
H  3.845  0.322  -0.302
H  2.628  -0.556  -0.099
O  2.313  2.381  1.162
H  1.751  2.892  0.578
H  2.493  1.576  0.677
O  2.388  -1.745  1.118
H  1.761  -1.726  1.842
H  2.623  -2.668  1.028
O  -0.086  1.686  3.222
H  -0.583  0.883  3.067
H  0.684  1.604  2.659
O  2.869  -0.397  -3.350
H  2.719  -0.318  -2.408
H  3.471  -1.137  -3.436
O  -0.166  -3.731  -0.936
H  0.169  -3.047  -0.357
H  -0.856  -4.159  -0.429
O  -2.831  0.509  -2.616
H  -2.896  0.459  -1.662
H  -2.797  -0.404  -2.902
O  0.127  3.264  -0.358
H  0.001  2.758  -1.161
H  -0.176  4.145  -0.580
O  -1.676  -0.363  2.630
H  -2.064  -0.034  1.819
H  -2.291  -0.099  3.314
O  -1.192  -3.243  2.174
H  -1.495  -3.543  3.031
H  -1.348  -2.299  2.182
O  -0.555  1.927  -3.096
H  -0.102  1.464  -3.801
H  -1.278  1.348  -2.855

---

C17H22N4O3S in the gas phase in a non-equilibrium geometry, computed with wB97M-V/def2-TZVPD.

Computed properties:
HOMO-LUMO gap ... 8.2312 eV
LUMO ... 0.00216 Ha
HOMO ... -0.300 hartree
Energy ... -1503.9417 Ha
Structure (SMILES) ... CCCNC(=O)c1onc(CSc2ccccn2)c1C(=O)NCCC
Energy above the lowest of the compared OMol25 structures with the same formula, charge and spin ... 186.1 kJ/mol

Element x y z (Å)
C  -5.999  -2.072  -0.905
C  -5.630  -0.600  -0.752
C  -4.881  -0.315  0.552
N  -3.597  -0.974  0.598
C  -2.437  -0.321  0.450
O  -2.355  0.895  0.343
C  -1.255  -1.217  0.430
O  -1.517  -2.539  0.318
N  -0.359  -3.228  0.273
C  0.622  -2.371  0.369
C  2.026  -2.814  0.307
S  2.803  -2.153  -1.215
C  4.182  -1.302  -0.520
C  4.838  -0.343  -1.287
C  5.907  0.314  -0.712
C  6.282  -0.008  0.587
C  5.567  -0.992  1.246
N  4.547  -1.632  0.704
C  0.111  -1.034  0.475
C  0.975  0.167  0.658
O  2.155  0.049  0.945
N  0.362  1.343  0.479
C  1.065  2.599  0.578
C  0.752  3.502  -0.614
C  -0.678  4.032  -0.578
H  -6.596  -2.216  -1.802
H  -5.111  -2.694  -0.991
H  -6.581  -2.411  -0.050
H  -6.537  0.006  -0.760
H  -5.009  -0.286  -1.593
H  -4.689  0.756  0.646
H  -5.478  -0.650  1.406
H  -3.586  -1.982  0.633
H  2.075  -3.901  0.283
H  2.633  -2.396  1.113
H  4.499  -0.125  -2.286
H  6.439  1.076  -1.264
H  7.106  0.493  1.070
H  5.815  -1.293  2.256
H  -0.644  1.376  0.327
H  0.784  3.107  1.509
H  2.132  2.365  0.619
H  1.450  4.341  -0.604
H  0.916  2.940  -1.535
H  -0.839  4.623  0.321
H  -0.867  4.664  -1.442
H  -1.399  3.218  -0.586

---

2 unconnected molecules or ions with the total composition C3H10NO in a non-equilibrium geometry, computed with wB97M-V/def2-TZVPD.

Computed properties:
HOMO-LUMO gap (alpha / beta) ... 2.7234 / 7.6002 eV
LUMO (alpha / beta) ... 0.00275 / -0.00207 Ha
HOMO (alpha / beta) ... -0.097 / -0.281 hartree
Energy ... -250.0926 Ha
Energy above the lowest of the compared OMol25 structures with the same formula, charge and spin ... 326.2 kJ/mol
2S+1 ... 2

Element x y z (Å)
C  -2.369  0.514  1.281
C  -1.395  -0.297  0.525
C  -0.195  0.137  0.198
N  0.676  -0.602  -0.729
H  -1.910  1.351  1.788
H  -2.982  1.075  0.571
H  -3.038  -0.177  2.073
H  -1.845  -1.265  0.220
H  0.446  1.009  0.582
H  0.550  -0.288  -1.710
H  1.779  -0.546  -0.459
H  0.325  -1.573  -0.735
H  3.572  -0.366  -1.623
H  3.242  0.960  -1.043
O  3.145  0.069  -0.940

---

A molecular structure, C17H16IN4O2Pb in a non-equilibrium geometry, computed with wB97M-V/def2-TZVPD.

Computed properties:
Total charge ... +1
HOMO-LUMO gap (alpha / beta) ... 7.1546 / 7.1537 eV
LUMO (alpha / beta) ... -0.13445 / -0.13445 Ha
HOMO (alpha / beta) ... -0.397 / -0.397 hartree
Energy ... -1517.2014 Ha
Energy above the lowest of the compared OMol25 structures with the same formula, charge and spin ... 0.0 kJ/mol

Element x y z (Å)
Pb  0.053  0.883  -2.116
C  4.036  -2.241  -2.715
C  3.481  -2.064  -1.328
N  3.863  -2.930  -0.423
C  3.413  -2.867  0.823
C  2.445  -1.959  1.252
C  1.930  -2.040  2.652
O  2.277  -0.945  3.468
C  2.030  -0.962  0.319
C  1.198  0.076  0.858
N  0.492  0.977  0.167
C  -0.443  1.795  0.806
C  -1.359  1.229  1.716
C  -2.359  2.046  2.295
C  -2.397  3.403  2.041
C  -1.485  3.974  1.153
C  -0.574  3.171  0.428
I  0.770  4.075  -0.980
C  2.393  -1.075  -1.053
O  1.729  -0.694  -2.102
H  5.037  -2.610  -2.647
H  4.045  -1.289  -3.262
H  3.390  -2.891  -3.295
H  3.701  -3.740  1.422
H  2.266  -3.030  3.121
H  0.805  -2.098  2.785
H  3.193  -1.024  3.788
H  1.135  0.050  1.932
H  -1.257  0.195  1.912
H  -3.158  1.591  2.885
H  -3.175  3.996  2.577
H  -1.464  5.039  1.066
N  -3.295  -0.805  -2.212
C  -4.669  -0.531  -2.242
C  -4.815  0.841  -2.188
C  -3.486  1.371  -2.237
N  -2.578  0.374  -2.150
H  -2.895  -1.738  -2.126
H  -5.368  -1.366  -2.158
H  -5.707  1.427  -2.040
H  -3.198  2.383  -2.192

---

2 unconnected molecules or ions with the total composition C9H22N4O4P in a non-equilibrium geometry, computed with wB97M-V/def2-TZVPD.

Computed properties:
Total charge ... +1
HOMO-LUMO gap ... 7.8084 eV
LUMO ... -0.15809 Ha
HOMO ... -0.445 hartree
Energy ... -1216.9809 Ha
Energy above the lowest of the compared OMol25 structures with the same formula, charge and spin ... 125.0 kJ/mol

Element x y z (Å)
C  -3.584  1.934  -2.260
C  -2.003  2.107  -1.750
O  -2.076  2.795  -0.452
P  -0.721  2.380  0.582
O  -0.525  3.652  1.554
C  0.959  2.258  -0.394
C  2.139  2.440  0.777
N  3.326  1.508  0.500
C  3.555  0.367  1.249
N  2.734  -0.122  2.436
C  3.415  -1.377  2.937
N  4.572  -1.578  1.984
N  4.721  -0.597  0.982
O  -1.010  1.021  1.631
C  -0.820  -0.269  0.950
C  -2.161  -0.826  0.159
H  -3.791  0.821  -2.558
H  -3.874  2.728  -3.069
H  -4.284  2.158  -1.319
H  -1.416  1.094  -1.722
H  -1.473  2.820  -2.522
H  1.047  3.113  -1.199
H  1.043  1.238  -0.966
H  1.621  2.191  1.817
H  2.484  3.578  0.876
H  4.021  1.689  -0.281
H  3.035  -1.978  3.866
H  5.184  -2.417  2.112
H  5.454  -0.555  0.220
H  0.104  -0.323  0.234
H  -0.610  -1.068  1.811
H  -2.477  -1.871  0.640
H  -3.044  -0.054  0.116
H  -1.786  -1.104  -0.940
C  -2.464  -4.601  -1.662
O  -2.046  -4.149  -0.387
H  -3.049  -3.814  -2.144
H  -1.588  -4.828  -2.274
H  -3.083  -5.494  -1.548
H  -1.530  -4.867  0.016